C3H3N5 | ωB97M-V/def2-TZVPD

XYZ file:
```
11
C3H3N5 | OMol25 | ωB97M-V/def2-TZVPD
H 2.52271 0.75179 1.29628
N 2.12877 -0.07287 0.48051
C 1.14715 0.07374 -0.28221
N 0.13932 1.26780 -0.71840
C -1.10164 0.94147 -0.47905
C -1.20454 -0.25339 0.40286
N -0.69566 -1.52758 0.38012
N -0.08753 -1.73570 -0.76316
N 0.83720 -1.01106 -1.17565
H -1.83570 1.77447 -0.48751
H -1.85009 -0.20868 1.34623
```

Computed properties:
SMILES: [H]/N=c1\nccnnn1
E_tot: -10604.075 eV
E_LUMO: -0.8 eV
multiplicity: 1
HOMO energy: -9.524 eV
energy relative to the best compared isomer or geometry (same formula, charge and spin): 462.4 kJ/mol

---

C4H7N2OS | ωB97M-V/def2-TZVPD

XYZ file:
```
15
C4H7N2OS | OMol25 | ωB97M-V/def2-TZVPD
H 1.74484 2.10586 -0.73089
N 0.76278 2.16412 -0.18775
N 0.18413 1.11490 0.04767
C -1.03062 1.04449 0.69719
C -1.63238 -0.15026 0.47869
C -0.72448 -1.11277 -0.19078
C 0.49483 -0.25550 -0.35579
O 1.09284 -0.15527 -1.76527
S 1.83301 -0.93493 0.72051
H -1.56069 1.86803 1.01713
H -2.46107 -0.70325 0.96372
H -0.43263 -1.88608 0.38035
H -1.10361 -1.54333 -1.07138
H 1.70575 -0.81279 -1.87958
H 1.12730 -0.74321 1.87619
```

Computed properties:
SMILES: [H]/N=[N+]1/C=CC[C@]1(O)S
E_tot: -20113.801 eV
E_LUMO: -6.2 eV
multiplicity: 1
total charge: +1
HOMO energy: -14.388 eV
energy relative to the best compared isomer or geometry (same formula, charge and spin): 355.6 kJ/mol

---

C27H26N3O5S5SbTi | ωB97M-V/def2-TZVPD

XYZ file:
```
68
C27H26N3O5S5SbTi | OMol25 | ωB97M-V/def2-TZVPD
Ti -1.17015 0.13251 -0.70508
O -3.31109 1.57938 1.91931
C -2.44349 1.89027 1.15194
N -2.38936 1.61373 -0.22483
C -2.60526 2.56147 -1.15901
O -3.25521 3.59130 -1.04017
C -1.87035 2.26093 -2.45454
C -2.29849 2.72454 -3.67447
C -1.51660 2.45996 -4.80042
C -0.32531 1.77964 -4.63918
C 0.04580 1.35463 -3.36616
N -0.71533 1.58611 -2.28815
C -1.19792 2.63025 1.63189
C -1.20737 3.27538 2.85737
C -0.06068 3.93692 3.26306
C 1.03621 3.94558 2.41614
C 0.94404 3.26873 1.20803
N -0.14158 2.61032 0.82233
H -3.23503 3.26223 -3.72463
H -1.83803 2.78145 -5.78359
H 0.31726 1.56494 -5.48302
H 0.98224 0.83885 -3.19382
H -2.10580 3.23114 3.45800
H -0.02108 4.43455 4.22450
H 1.95518 4.45007 2.68505
H 1.78450 3.24529 0.52198
C 4.59674 -3.17565 0.54402
O 4.44562 -3.20494 -0.85587
C 3.25699 -2.68510 -1.34407
C 2.89766 -3.03827 -2.64278
C 1.70136 -2.59099 -3.16217
C 0.79614 -1.78329 -2.42791
C -0.49806 -1.48208 -2.93188
C -0.96316 -1.94803 -4.28019
O -1.38283 -0.86931 -2.18945
C 1.25234 -1.33218 -1.14489
O 0.57410 -0.43458 -0.41839
C 2.45043 -1.82729 -0.62059
H 5.45446 -3.80584 0.77791
H 3.70766 -3.56540 1.04900
H 4.78835 -2.16286 0.91521
H 3.56074 -3.67251 -3.21860
H 1.42258 -2.89701 -4.16271
H -0.97057 -3.04219 -4.35887
H -0.33104 -1.56138 -5.08982
H -1.97920 -1.58577 -4.43117
H 2.73162 -1.48633 0.36671
S -6.79929 -1.83269 3.93592
C -5.68677 -1.60775 2.69435
S -6.08233 -1.06666 1.12269
C -4.49597 -1.12122 0.36635
C -3.50867 -1.50466 1.22449
S -1.80704 -1.71752 0.85057
S -4.01226 -1.88287 2.85135
S -4.34604 -0.73218 -1.30185
C 1.27056 0.06831 4.94181
Sb 0.76676 -0.20251 2.82606
C 2.75441 0.52745 2.28825
C 1.37468 -2.26569 2.90179
H 2.29160 -0.26486 5.14101
H 0.58242 -0.50721 5.56373
H 1.17693 1.12213 5.21204
H 3.50750 -0.23495 2.49863
H 2.96473 1.41524 2.88746
H 2.78400 0.79144 1.23120
H 2.42835 -2.32745 3.17976
H 1.20206 -2.74261 1.93808
H 0.76536 -2.77290 3.65029
```

Computed properties:
E_tot: -126961.029 eV
E_LUMO (alpha / beta): 4.1 / 4.1 eV
multiplicity: 1
total charge: -2
HOMO energy (alpha / beta): -0.151 / -0.154 eV
energy relative to the best compared isomer or geometry (same formula, charge and spin): 58.9 kJ/mol

---

C46H121F6FeN12O15S2 | ωB97M-V/def2-TZVPD

XYZ file:
```
203
C46H121F6FeN12O15S2 | OMol25 | ωB97M-V/def2-TZVPD
Fe -9.02889 -24.73401 -9.54910
C -6.85785 -28.64234 -9.41934
F -5.79555 -27.82543 -9.36757
F -7.12735 -28.77173 -10.72647
F -6.61398 -29.88257 -8.97236
S -8.46467 -27.92096 -8.55762
O -9.32320 -28.99492 -8.10448
O -7.85456 -27.21345 -7.41913
N -9.10846 -26.72302 -9.69743
S -10.09959 -27.63508 -10.63739
O -10.28580 -27.03332 -11.93546
O -9.81690 -29.08806 -10.68573
C -11.90643 -27.33781 -9.87764
F -11.76572 -26.87054 -8.59688
F -12.54920 -26.46674 -10.60453
F -12.58774 -28.51065 -9.86116
C -5.19095 -35.13821 -5.88015
C -4.93171 -33.83568 -6.76115
C -6.18362 -33.31457 -7.56439
O -6.57046 -34.30599 -8.40929
C -7.91230 -34.15420 -8.87455
N -4.36016 -32.85123 -5.85900
H -5.64545 -35.86070 -6.55804
H -5.81333 -35.01846 -4.99336
H -4.24409 -35.52371 -5.50207
H -4.15442 -34.00671 -7.50591
H -5.93682 -32.44280 -8.17036
H -7.01229 -33.07612 -6.89766
H -8.02943 -35.02355 -9.52155
H -7.90167 -33.25664 -9.49292
H -8.73243 -34.12746 -8.15707
H -5.07077 -32.36279 -5.33311
H -3.72926 -33.26265 -5.18610
C -2.92435 -25.71962 -8.11772
C -1.70335 -26.46699 -8.64108
C -1.32236 -25.99773 -10.05092
O -2.34638 -26.04740 -11.09531
C -2.29624 -24.87008 -11.87450
N -0.57060 -26.24204 -7.66545
H -3.85860 -25.79680 -8.67387
H -2.71626 -24.65024 -8.15282
H -3.13234 -26.05731 -7.10244
H -1.90041 -27.53840 -8.67786
H -0.46257 -26.60938 -10.32430
H -0.94264 -24.98329 -9.92914
H -2.33949 -24.00254 -11.21602
H -3.15395 -24.89746 -12.54658
H -1.39354 -24.80212 -12.48164
H -0.92738 -26.44958 -6.74364
H 0.21896 -26.86768 -7.73796
C -12.93883 -26.09069 -13.44437
C -13.33084 -26.11633 -14.98709
C -14.27190 -27.32293 -15.25209
O -14.62559 -27.42161 -16.61128
C -15.39306 -28.56763 -16.85763
N -14.02017 -24.82845 -15.28958
H -13.79921 -25.90335 -12.80192
H -12.18015 -25.34639 -13.20246
H -12.56067 -27.07017 -13.15160
H -12.38260 -26.20981 -15.51643
H -15.17583 -27.16651 -14.66340
H -13.75950 -28.22503 -14.91779
H -14.75933 -29.45036 -16.77240
H -15.83002 -28.46022 -17.85042
H -16.21182 -28.76405 -16.16541
H -13.28252 -24.15373 -15.14561
H -14.28066 -24.81757 -16.26535
C -6.93996 -30.43036 -5.46301
C -6.71719 -30.50604 -3.95388
C -7.69467 -29.77387 -2.96927
O -9.01080 -30.35748 -3.17834
C -10.05860 -29.56885 -2.61192
N -6.50141 -31.92986 -3.57675
H -7.02945 -29.37539 -5.72208
H -7.90538 -30.87890 -5.69726
H -6.21517 -30.91883 -6.11430
H -5.77046 -30.01377 -3.73146
H -7.81310 -28.70451 -3.14408
H -7.33166 -29.87834 -1.94682
H -9.94950 -29.49311 -1.53004
H -11.06461 -29.91550 -2.84834
H -10.13926 -28.53279 -2.94079
H -6.26786 -32.05467 -2.60209
H -7.36345 -32.45122 -3.64866
C -6.65387 -21.30113 -8.12939
C -6.89570 -22.49779 -9.04771
C -6.29441 -23.87699 -8.64169
O -6.91537 -24.92359 -9.48348
C -6.29785 -25.06161 -10.76098
N -8.37512 -22.64389 -9.12584
H -6.62192 -20.36497 -8.68677
H -5.65188 -21.34910 -7.70298
H -7.29911 -21.17364 -7.26019
H -6.54602 -22.27659 -10.05612
H -6.51824 -24.05811 -7.59041
H -5.21181 -23.78710 -8.73115
H -6.58413 -26.01192 -11.21160
H -5.20841 -25.07742 -10.72985
H -6.50967 -24.24565 -11.45195
H -8.72584 -22.39085 -8.21312
H -8.58510 -21.80381 -9.64572
C -10.89152 -29.11748 -15.12274
C -9.45282 -28.88820 -14.60620
C -8.40236 -29.30561 -15.61410
O -8.36203 -30.69226 -15.75359
C -7.99289 -31.01207 -17.08086
N -9.43906 -27.41140 -14.47710
H -10.93022 -30.18919 -15.31778
H -11.08264 -28.58986 -16.05719
H -11.63493 -28.86936 -14.36519
H -9.34408 -29.42104 -13.66156
H -7.46808 -28.85639 -15.27731
H -8.46526 -28.80429 -16.57993
H -7.98191 -32.10126 -17.12139
H -7.04118 -30.68079 -17.49633
H -8.76357 -30.66395 -17.76858
H -9.87756 -27.10553 -13.62021
H -8.50041 -27.04694 -14.39840
C -8.88862 -32.18558 -12.36908
C -7.43993 -31.83657 -12.70255
C -6.47258 -32.22049 -11.56733
O -5.12953 -31.86628 -12.01818
C -4.14337 -32.29842 -11.05053
N -7.15023 -32.50844 -13.95217
H -9.06043 -33.24061 -12.15578
H -9.58127 -32.01862 -13.19398
H -9.26203 -31.71813 -11.45796
H -7.38414 -30.75376 -12.81434
H -6.56382 -33.28901 -11.37230
H -6.79679 -31.65051 -10.69663
H -3.11305 -32.15332 -11.37534
H -4.24105 -33.28750 -10.60301
H -4.40306 -31.71088 -10.16992
H -7.60866 -32.08897 -14.74841
H -6.15947 -32.44810 -14.13885
C -10.18354 -25.55808 -5.46444
C -10.18058 -24.45010 -6.53056
C -9.97413 -23.05973 -5.90018
O -9.72970 -21.98235 -6.74209
C -10.87245 -21.46022 -7.33375
N -9.03317 -24.73059 -7.36658
H -10.12358 -26.57697 -5.84701
H -11.07072 -25.45368 -4.83986
H -9.30270 -25.42707 -4.83590
H -11.14795 -24.47094 -7.03242
H -9.04725 -23.08695 -5.32724
H -10.75822 -22.85720 -5.17060
H -10.62484 -20.68850 -8.06261
H -11.55078 -20.98792 -6.62318
H -11.34867 -22.28602 -7.86230
H -8.32199 -24.31502 -6.78208
H -8.80743 -25.66776 -7.06518
C -5.07088 -28.24380 -13.03541
C -4.56971 -27.37266 -14.16381
C -5.25126 -25.98343 -14.23124
O -6.63791 -26.12084 -14.55694
C -7.25632 -24.83550 -14.67320
N -3.10742 -27.33245 -14.12012
H -5.95334 -28.81995 -13.31362
H -5.26497 -27.66704 -12.13110
H -4.40409 -29.02860 -12.67822
H -4.98572 -27.79329 -15.07929
H -4.79394 -25.45908 -15.07029
H -5.07107 -25.32163 -13.38410
H -8.33419 -24.94906 -14.78894
H -6.90636 -24.35148 -15.58498
H -7.14590 -24.14763 -13.83490
H -2.80766 -27.14416 -13.17418
H -2.81639 -28.29329 -14.23051
C -11.62889 -33.95690 -4.73803
C -10.21797 -33.62466 -5.36623
C -10.40660 -32.44971 -6.34545
O -11.34916 -32.69526 -7.35912
C -11.32684 -31.55759 -8.30256
N -9.36753 -33.13100 -4.26738
H -12.29241 -34.38620 -5.48872
H -12.05897 -33.09179 -4.23334
H -11.46970 -34.76530 -4.02441
H -9.83111 -34.46140 -5.94788
H -9.42725 -32.31338 -6.80412
H -10.54264 -31.55531 -5.73747
H -11.55689 -30.62632 -7.78496
H -12.04135 -31.82855 -9.07983
H -10.38707 -31.40964 -8.83457
H -9.85756 -33.40326 -3.42724
H -9.47737 -32.12799 -4.31222
C -16.62606 -25.18457 -9.53363
C -15.53440 -24.12529 -9.58047
C -14.44158 -24.37481 -8.48225
O -15.00709 -24.22318 -7.13268
C -14.05796 -24.64087 -6.12400
N -14.90906 -24.17731 -10.92897
H -17.18539 -25.19908 -10.46906
H -17.30089 -24.87034 -8.73740
H -16.16760 -26.15626 -9.34993
H -16.07599 -23.19056 -9.43531
H -13.69775 -23.59553 -8.64820
H -13.78661 -25.23447 -8.62402
H -13.11192 -24.16748 -6.38672
H -13.96461 -25.72665 -6.14544
H -14.36584 -24.31146 -5.13163
H -14.28796 -23.38494 -11.00953
H -14.33031 -25.00241 -10.99487
```

Computed properties:
E_tot: -170594.743 eV
<S²>: 8.76
E_LUMO (alpha / beta): -5.6 / -9.0 eV
multiplicity: 6
total charge: +2
HOMO energy (alpha / beta): -11.359 / -11.359 eV

---

C6H5BrMn2NO2 | ωB97M-V/def2-TZVPD

XYZ file:
```
17
C6H5BrMn2NO2 | OMol25 | ωB97M-V/def2-TZVPD
Mn 0.04702 0.01607 5.16632
Mn -1.87119 3.62452 1.83577
Br -0.37157 1.80206 3.40661
C 1.54764 -1.63362 -1.05948
C 0.27891 -1.92178 -1.57763
C -0.73108 -0.98225 -1.38757
C -0.51209 0.16279 -0.64199
C 0.62417 0.20803 0.18037
C 1.69501 -0.59882 -0.10573
N -1.47583 1.21709 -0.53565
O -2.32720 1.19146 -1.39026
O -1.39965 2.09815 0.34136
H 2.51964 -2.08209 -1.20265
H 0.08439 -2.74679 -2.24689
H -1.67601 -1.04177 -1.90714
H 0.90041 1.00799 0.85130
H 2.66744 -0.32103 0.27328
```

Computed properties:
E_tot: -144534.677 eV
<S²>: 30.01
E_LUMO (alpha / beta): -14.4 / -14.4 eV
multiplicity: 11
total charge: +3
HOMO energy (alpha / beta): -18.398 / -18.397 eV
energy relative to the best compared isomer or geometry (same formula, charge and spin): 65.8 kJ/mol